#A
{"formula": "C2H4N2O2", "method": "ωB97M-V/def2-TZVPD", "total_charge": 0, "molar_mass_g_mol": 88.1, "e_homo_ev": -10.098, "symbols": ["C", "N", "C", "H", "H", "H", "O", "N", "O", "H"], "xyz": [[-1.92, -0.03, 0.60], [-0.70, -0.23, 0.32], [-1.32, 1.08, -0.26], [-2.67, -0.57, 1.22], [-1.26, 1.10, -1.35], [-1.27, 2.12, 0.07], [2.45, 0.38, -0.27], [2.98, -0.65, -0.47], [2.32, -1.70, -0.08], [1.40, -1.51, 0.21]]}

***

#B
{"formula": "C2H4N2O2", "method": "ωB97M-V/def2-TZVPD", "total_charge": 0, "molar_mass_g_mol": 88.1, "e_homo_ev": -9.777, "symbols": ["C", "C", "H", "H", "H", "H", "N", "N", "O", "O"], "xyz": [[0.41, -0.57, 0.32], [-0.48, 0.64, -0.44], [2.61, -1.02, 0.66], [1.96, 0.77, 0.20], [-2.39, 0.70, -0.87], [-1.93, -0.75, -0.03], [1.72, -0.13, 0.55], [-1.73, 0.52, 0.18], [-0.27, -1.70, 0.51], [0.10, 1.52, -1.09]]}

***

#C
{"formula": "C2H4N2O2", "method": "ωB97M-V/def2-TZVPD", "total_charge": 0, "molar_mass_g_mol": 88.1, "e_homo_ev": -8.114, "symbols": ["C", "C", "N", "N", "O", "O", "H", "H", "H", "H"], "xyz": [[-0.49, -3.30, -0.13], [0.48, 2.22, 0.30], [-0.32, -0.03, -0.17], [0.18, 1.12, -0.39], [0.31, -3.26, -0.93], [-1.29, -3.37, 0.67], [0.49, 2.38, 1.37], [0.73, 3.14, -0.23], [-0.38, -0.15, 0.85], [0.29, 1.26, -1.34]]}

***

#D
{"formula": "C2H4N2O2", "method": "ωB97M-V/def2-TZVPD", "total_charge": 0, "molar_mass_g_mol": 88.1, "e_homo_ev": -10.476, "symbols": ["C", "N", "C", "O", "N", "O", "H", "H", "H", "H"], "xyz": [[0.97, -1.86, -0.36], [0.70, 1.01, -1.12], [-0.53, 0.67, 0.84], [-0.23, 0.19, -0.40], [-1.32, 0.13, 1.63], [0.36, -2.56, 0.28], [0.27, 1.15, -2.03], [1.53, 0.43, -1.25], [-1.75, -0.73, 1.30], [-0.02, 1.59, 1.10]]}

***

Result of the stability comparison: #A is the least stable of them.

***

#A
{"formula": "C2H4N2O2", "method": "ωB97M-V/def2-TZVPD", "total_charge": 0, "molar_mass_g_mol": 88.1, "e_homo_ev": -8.811, "symbols": ["H", "N", "C", "C", "O", "O", "N", "H", "H", "H"], "xyz": [[2.58, -0.22, 0.79], [1.69, -0.69, 0.81], [0.81, -0.36, 0.04], [0.29, 0.74, -0.84], [-0.50, 1.60, -0.51], [-0.57, -1.12, -0.23], [-1.71, -0.68, 0.43], [1.07, 0.93, -1.60], [-1.47, -0.20, 1.29], [-2.17, 0.00, -0.19]]}

***

#B
{"formula": "C2H4N2O2", "method": "ωB97M-V/def2-TZVPD", "total_charge": 0, "molar_mass_g_mol": 88.1, "e_homo_ev": -9.567, "symbols": ["H", "N", "N", "C", "C", "O", "O", "H", "H", "H"], "xyz": [[-0.21, -3.23, -0.23], [-0.64, -2.32, 0.00], [0.14, -1.37, -0.22], [-0.47, -0.07, 0.12], [0.59, 1.00, -0.03], [1.80, 0.86, -0.12], [0.06, 2.24, -0.02], [-0.82, -0.07, 1.16], [-1.29, 0.14, -0.56], [0.84, 2.83, -0.11]]}

***

Result of the stability comparison: #A is the least stable of them.

***

#A
{"formula": "C3H8N2OS", "method": "ωB97M-V/def2-TZVPD", "total_charge": 0, "molar_mass_g_mol": 120.2, "e_homo_ev": -9.100, "symbols": ["N", "C", "O", "C", "N", "C", "S", "H", "H", "H", "H", "H", "H", "H", "H"], "xyz": [[1.44, 0.36, 1.78], [0.23, 0.70, 1.25], [-0.56, 1.31, 1.89], [-0.21, -0.30, 0.08], [0.97, -0.68, -0.60], [-1.31, 0.42, -0.72], [-1.90, -0.84, -1.87], [2.19, -0.30, 1.69], [1.53, 0.95, 2.59], [-0.63, -1.14, 0.60], [0.68, -1.48, -1.15], [1.22, -0.06, -1.46], [-2.19, 0.90, -0.20], [-0.76, 1.19, -1.37], [-0.70, -1.03, -2.51]]}

***

#B
{"formula": "C3H8N2OS", "method": "ωB97M-V/def2-TZVPD", "total_charge": 0, "molar_mass_g_mol": 120.2, "e_homo_ev": -8.857, "symbols": ["N", "C", "C", "S", "N", "C", "O", "H", "H", "H", "H", "H", "H", "H", "H"], "xyz": [[-1.79, 1.30, -0.19], [-2.20, 0.00, 0.31], [-0.99, -0.77, 0.76], [0.20, -1.10, -0.57], [0.85, 0.44, -0.74], [1.91, 0.84, 0.06], [2.53, 0.10, 0.78], [-1.40, 1.78, 0.59], [-2.61, 1.87, -0.53], [-2.92, 0.03, 1.14], [-2.63, -0.63, -0.47], [-1.27, -1.77, 1.22], [-0.48, -0.22, 1.50], [0.13, 1.16, -0.89], [2.07, 1.98, -0.08]]}

***

#C
{"formula": "C3H8N2OS", "method": "ωB97M-V/def2-TZVPD", "total_charge": 0, "molar_mass_g_mol": 120.2, "e_homo_ev": -8.126, "symbols": ["C", "C", "C", "N", "N", "O", "S", "H", "H", "H", "H", "H", "H", "H", "H"], "xyz": [[1.70, 1.46, -1.84], [-0.76, -1.66, 2.03], [3.31, 0.01, -0.72], [3.04, -2.06, 0.34], [3.00, -1.09, -0.40], [2.97, 1.08, -1.31], [-1.16, -0.28, 0.78], [0.89, 0.60, -1.63], [1.80, 1.52, -3.00], [1.36, 2.46, -1.41], [-0.77, -1.07, 3.01], [0.22, -2.00, 1.83], [-1.51, -2.44, 2.03], [-2.48, 0.12, 0.82], [3.51, -2.89, -0.03]]}

***

Result of the stability comparison: #C is the least stable of them.